Record 1
The following is a quantum chemistry calculation of a 2-piece molecular cluster, C4H12NO2 overall, from the OMol25 dataset.

Geometry as ORCA input:
```
! RIJCOSX wB97M-V def2-TZVPD def2/J DEFGRID3
* xyz -1 1
C 0.72 -1.60 -0.81
C 0.95 -0.73 0.54
C 2.14 0.26 0.09
N -0.24 -0.02 0.82
C -0.43 1.34 -0.07
O -0.28 2.40 0.72
H 0.58 -0.81 -1.58
H 1.59 -2.22 -0.90
H -0.16 -2.24 -0.82
H 1.04 -1.36 1.40
H 3.03 -0.32 -0.40
H 1.81 0.97 -0.65
H 2.40 0.88 1.06
H -0.31 0.39 1.72
H 0.11 1.30 -1.16
H -1.52 1.39 -0.39
H -2.15 -0.60 -0.47
H -1.83 -1.91 -0.63
O -2.61 -1.27 -0.90
*
```

Computed properties:
Lowest unoccupied orbital energy: 3.90 eV


Record 2
The following is a quantum chemistry calculation of C4H12NO2 as an isolated structure, from the OMol25 dataset.

Geometry as ORCA input:
```
! RIJCOSX wB97M-V def2-TZVPD def2/J DEFGRID3
* xyz -1 1
C 0.12 1.88 -0.48
C -1.25 1.58 0.14
N -1.95 0.53 -0.64
C -0.97 -1.10 -0.57
C -0.03 -1.34 0.59
O 0.91 -2.38 0.34
H 1.00 1.52 0.12
H 0.22 1.41 -1.47
H 0.31 2.97 -0.55
H -1.84 2.47 0.20
H -0.95 1.29 1.22
H -1.97 -0.49 -0.09
H -1.52 -1.96 -0.88
H -0.35 -0.79 -1.40
H -0.50 -1.46 1.51
H 0.52 -0.41 0.75
H 3.75 -0.97 0.33
H 1.69 -1.90 0.24
O 2.81 -0.82 0.62
*
```

Computed properties:
Lowest unoccupied orbital energy: 4.01 eV


Record 3
The following is a quantum chemistry calculation of an isolated ion of composition C4H12NO2 and charge +1, from the OMol25 dataset.

Geometry as ORCA input:
```
! RIJCOSX wB97M-V def2-TZVPD def2/J DEFGRID3
* xyz 1 1
N -1.61 -1.26 -0.52
C -0.21 -0.77 0.00
C -0.59 0.18 1.14
O -1.55 -0.31 2.13
C 0.54 -0.14 -1.27
C 1.86 0.64 -1.20
O 1.69 1.74 -0.26
H -1.88 -1.05 -1.47
H -2.28 -1.11 0.29
H -1.56 -2.34 -0.80
H 0.44 -1.59 0.44
H -1.14 0.89 0.53
H 0.30 0.62 1.47
H -0.97 -0.60 2.83
H 0.71 -1.01 -1.95
H -0.19 0.63 -1.43
H 2.77 0.01 -1.01
H 1.84 1.22 -2.13
H 2.53 2.20 -0.16
*
```

Computed properties:
Lowest unoccupied orbital energy: -3.56 eV
SMILES: [NH3+][C@H](CO)CCO


Record 4
The following is a quantum chemistry calculation of an isolated ion of composition C4H12NO2 and charge +1, from the OMol25 dataset.

Geometry as ORCA input:
```
! RIJCOSX wB97M-V def2-TZVPD def2/J DEFGRID3
* xyz 1 1
C 0.52 -1.62 0.51
C -0.73 -0.72 0.27
O -1.46 -1.25 -0.85
C -0.35 0.67 -0.23
N 0.28 0.51 -1.59
C 0.47 1.62 0.63
O -0.06 1.65 1.93
H 1.26 -1.23 1.18
H 0.93 -1.86 -0.48
H 0.18 -2.57 0.92
H -1.34 -0.70 1.17
H -1.88 -2.08 -0.60
H -1.30 1.15 -0.46
H -0.33 -0.10 -2.15
H 1.19 0.06 -1.50
H 0.38 1.44 -2.01
H 0.34 2.61 0.21
H 1.56 1.48 0.57
H 0.36 0.95 2.45
*
```

Computed properties:
Lowest unoccupied orbital energy: -3.46 eV
SMILES: C[C@H](O)[C@H]([NH3+])CO


Record 5
The following is a quantum chemistry calculation of a 3-piece molecular cluster, C4H12NO2 overall, from the OMol25 dataset.

Geometry as ORCA input:
```
! RIJCOSX wB97M-V def2-TZVPD def2/J DEFGRID3
* xyz 1 1
C -0.35 1.80 -1.89
C -0.23 0.83 -0.77
C 0.80 0.70 0.06
N 0.74 -0.10 1.25
C -0.11 -0.98 1.59
H 0.37 2.62 -1.90
H -0.18 1.33 -2.86
H -1.37 2.17 -1.87
H -1.08 0.16 -0.70
H 1.71 1.26 -0.05
H 1.56 -0.04 1.85
H 0.05 -1.58 2.47
H -1.03 -1.22 1.08
H 0.98 -3.14 5.25
H 2.40 -2.68 5.52
O 1.61 -2.43 5.04
H -2.54 0.34 -4.16
H -1.54 0.19 -5.33
O -1.78 0.77 -4.58
*
```

Computed properties:
Lowest unoccupied orbital energy: -5.17 eV


Record 6
The following is a quantum chemistry calculation of a 2-piece molecular cluster, C4H12NO2 overall, from the OMol25 dataset.

Geometry as ORCA input:
```
! RIJCOSX wB97M-V def2-TZVPD def2/J DEFGRID3
* xyz 1 1
C 2.94 0.29 0.24
C -1.89 -0.72 1.13
C -0.75 -1.13 -1.11
C -0.59 1.20 0.08
N -1.24 -0.11 -0.11
O -0.29 1.64 -1.11
O -0.39 1.56 1.18
H 3.76 0.13 -0.44
H 3.31 0.44 1.28
H 2.34 -0.62 0.19
H -0.99 -1.00 1.67
H -2.26 0.15 1.71
H -2.50 -1.61 0.96
H -1.25 -2.06 -1.32
H -0.54 -0.68 -2.02
H 0.33 -1.29 -0.75
H -2.18 0.07 -0.46
H -0.22 2.60 -1.03
H 2.42 1.16 -0.09
*
```

Computed properties:
Lowest unoccupied orbital energy: -3.56 eV


Record 7
The following is a quantum chemistry calculation of a 2-piece molecular cluster, C4H12NO2 overall, from the OMol25 dataset.

Geometry as ORCA input:
```
! RIJCOSX wB97M-V def2-TZVPD def2/J DEFGRID3
* xyz 1 1
O -0.87 0.80 3.44
C -0.16 0.57 2.51
O -0.13 1.43 1.43
C 0.77 -0.60 2.38
H -0.75 2.15 1.67
H 1.53 -0.47 1.62
H 0.16 -1.47 2.12
H 1.17 -0.77 3.38
C 0.13 -1.36 -1.50
C -0.47 -0.21 -2.29
N -0.25 1.07 -1.48
H 0.08 -2.30 -2.04
H 1.17 -1.11 -1.23
H -0.36 -1.51 -0.54
H 0.04 -0.07 -3.23
H -1.55 -0.31 -2.40
H -0.40 0.93 -0.46
H -0.83 1.84 -1.80
H 0.72 1.38 -1.57
*
```

Computed properties:
Lowest unoccupied orbital energy: -3.59 eV


Record 8
The following is a quantum chemistry calculation of a 2-piece molecular cluster, C4H12NO2P overall, from the OMol25 dataset.

Geometry as ORCA input:
```
! RIJCOSX wB97M-V def2-TZVPD def2/J DEFGRID3
* xyz 0 1
C 1.55 1.13 -1.56
C -0.57 -2.49 0.08
C 1.04 1.54 -0.16
C -0.76 -1.25 0.76
N -0.79 -1.22 2.05
O -1.46 0.66 -0.90
O -1.32 2.10 1.22
P -0.82 1.80 -0.17
H 0.98 1.46 -2.49
H 2.67 1.43 -1.71
H 1.52 -0.07 -1.68
H 0.26 -2.45 -0.70
H -0.69 -3.35 0.71
H -1.32 -2.67 -0.60
H 1.53 0.78 0.58
H 1.42 2.50 0.08
H -0.57 -2.03 2.58
H -0.88 -0.35 2.51
H -1.13 -0.46 0.32
H -0.64 2.95 -0.92
*
```

Computed properties:
Lowest unoccupied orbital energy: -0.82 eV


Record 9
The following is a quantum chemistry calculation of a 2-piece molecular cluster, C4H12NO2P overall, from the OMol25 dataset.

Geometry as ORCA input:
```
! RIJCOSX wB97M-V def2-TZVPD def2/J DEFGRID3
* xyz 0 3
C -0.14 2.10 -0.89
C -0.86 -2.11 0.51
C -0.75 1.29 0.32
C -0.10 -0.97 -0.26
N 0.06 0.13 0.58
O -2.10 0.90 -0.02
O 1.08 -1.57 -0.71
P 2.59 0.61 -0.08
H -0.14 1.44 -1.75
H 0.99 2.27 -0.63
H -0.75 3.07 -1.18
H -1.45 -2.61 -0.24
H -1.30 -1.86 1.44
H -0.16 -2.91 0.90
H -0.77 1.83 1.21
H -0.66 -0.66 -1.07
H -2.17 -0.02 0.05
H 1.44 -2.30 -0.10
H 2.84 -0.25 1.19
H 2.36 1.63 0.75
*
```

Computed properties:
Lowest unoccupied orbital energy (spin up / spin down): 0.69 / -1.49 eV


Record 10
The following is a quantum chemistry calculation of a 2-piece molecular cluster, C4H12NO2P overall, from the OMol25 dataset.

Geometry as ORCA input:
```
! RIJCOSX wB97M-V def2-TZVPD def2/J DEFGRID3
* xyz 0 3
C -3.81 -0.97 0.41
C -2.14 -1.47 -1.09
C 2.92 1.35 1.71
C -0.67 1.50 -0.65
N -2.55 -0.80 0.12
O 2.85 0.77 0.42
O -0.38 0.35 0.07
P -1.62 0.00 1.19
H 1.89 0.54 0.32
H -4.54 -1.52 -0.23
H -4.16 -0.25 1.16
H -1.65 -2.39 -0.84
H -2.92 -1.74 -1.75
H -1.37 -1.02 -1.60
H 3.95 1.85 1.93
H 3.08 0.51 2.43
H 2.17 2.08 1.80
H -0.23 2.36 -0.11
H -1.83 1.60 -0.71
H -0.37 1.37 -1.75
*
```

Computed properties:
Lowest unoccupied orbital energy (spin up / spin down): 0.83 / -0.84 eV


Record 11
The following is a quantum chemistry calculation of a 2-piece molecular cluster, C4H12NO3 overall, from the OMol25 dataset.

Geometry as ORCA input:
```
! RIJCOSX wB97M-V def2-TZVPD def2/J DEFGRID3
* xyz -1 1
C -1.05 1.23 -0.36
C 0.44 0.90 -0.34
C 1.12 1.64 0.79
O 2.46 1.28 1.02
N 0.74 -0.54 -0.26
C 0.02 -1.27 0.84
O -1.12 -1.87 0.43
H -1.55 0.72 -1.19
H -1.30 2.29 -0.42
H -1.53 0.83 0.55
H 0.93 1.24 -1.24
H 1.15 2.70 0.53
H 0.53 1.65 1.71
H 2.50 0.32 1.13
H 0.37 -0.97 -1.09
H 0.78 -1.97 1.25
H -0.22 -0.54 1.64
H -1.52 -2.40 -0.86
H -0.99 -2.48 -2.30
O -1.77 -2.77 -1.82
*
```

Computed properties:
Lowest unoccupied orbital energy: 3.70 eV


Record 12
The following is a quantum chemistry calculation of a 2-piece molecular cluster, C4H12NO3 overall, from the OMol25 dataset.

Geometry as ORCA input:
```
! RIJCOSX wB97M-V def2-TZVPD def2/J DEFGRID3
* xyz -1 1
C 1.60 -0.88 0.62
C 0.18 -0.44 1.08
C 0.24 1.10 1.20
O 0.26 1.24 2.63
N -1.02 -0.98 0.28
C -1.50 0.07 -0.70
O -0.47 0.62 -1.29
H 1.70 -0.67 -0.44
H 1.84 -1.94 0.90
H 2.34 -0.35 1.17
H -0.02 -1.01 2.17
H 1.15 1.64 0.95
H -0.63 1.60 0.78
H -0.70 1.25 2.83
H -0.69 -1.89 -0.22
H -2.32 -0.38 -1.46
H -2.14 0.63 -0.04
H -0.03 -0.09 -2.61
H 1.25 -1.01 -3.00
O 0.50 -0.60 -3.37
*
```

Computed properties:
Lowest unoccupied orbital energy: 3.78 eV


Results for ΔE to the lowest compared entry with this formula, charge and spin: 2.429 4.943 3.026 1.414 2.510 2.712 0.495 2.568 2.547 1.505 0.512 2.061 (in eV, following the order of the records).
Results for maximum force: 4.58 5.23 5.04 1.53 1.39 5.53 0.96 6.04 4.08 5.65 0.83 3.36 (in eV/A, following the order of the records).